*one*
The following is a DFT calculation (ωB97M-V with the def2-TZVPD basis set) of C3H12InN6O3 as an isolated structure.

The HOMO-LUMO gap comes out at 2.9 eV. As for the charge: +3.

Geometry (Å):
In -1.32 0.89 -2.62
C -1.63 2.82 0.91
O -1.80 2.26 -0.14
N -0.71 3.60 1.18
N -2.48 2.68 1.94
H -0.83 4.40 1.78
H -0.14 3.67 0.35
H -2.42 3.30 2.74
H -3.12 1.90 1.88
C 1.76 -1.81 -2.48
O 1.04 -0.94 -2.90
N 2.60 -1.59 -1.46
N 1.88 -2.97 -2.98
H 3.34 -2.26 -1.32
H 2.61 -0.64 -1.13
H 1.23 -3.08 -3.75
H 2.48 -3.75 -2.78
C -0.35 -0.90 0.90
O -0.60 -0.55 -0.23
N -0.37 -2.17 1.22
N -0.07 -0.04 1.86
H -0.49 -2.51 2.16
H -0.30 -2.83 0.46
H -0.19 0.93 1.61
H -0.11 -0.41 2.80


*two*
The following is a DFT calculation (ωB97M-V with the def2-TZVPD basis set) of C3H12InN6O3 as an isolated structure.

The HOMO-LUMO gap comes out at 1.7 eV. As for the charge: +3.

Geometry (Å):
In 2.02 -3.21 -0.88
C -3.99 -3.16 -1.66
O -2.90 -3.07 -1.09
N -4.41 -4.08 -2.49
N -4.99 -2.26 -1.66
H -5.32 -4.09 -2.92
H -3.83 -4.90 -2.63
H -4.91 -1.63 -0.88
H -5.88 -2.49 -2.08
C -0.77 2.19 -0.40
O -0.46 1.04 -0.51
N -1.54 2.77 -1.33
N -0.50 3.05 0.51
H -1.69 2.10 -2.07
H -1.82 3.74 -1.27
H -0.05 2.75 1.36
H -1.04 3.90 0.48
C 4.99 0.85 2.01
O 4.20 0.56 1.08
N 4.57 0.98 3.21
N 6.26 0.82 1.98
H 5.08 1.00 4.08
H 3.58 1.18 3.17
H 6.80 0.76 1.13
H 6.63 1.20 2.84


It is *one* that is most stable; the runner-up trails by 0.0064 hartree.


*one*
The following is a DFT calculation (ωB97M-V with the def2-TZVPD basis set) of an isolated ion of composition C3H9N2O and charge +2.

The HOMO-LUMO gap (alpha / beta) comes out at 13.0 / 7.3 eV. The expectation value of S² is 0.76. Its spin multiplicity is 2. As for the charge: +2.

Geometry (Å):
C 0.68 -0.58 -1.07
C -0.68 -0.38 -0.39
C -0.73 0.64 0.74
N -1.92 0.90 1.27
O 0.31 1.24 1.09
N 1.81 -0.43 -0.12
H 0.73 -1.66 -1.38
H 0.87 0.16 -1.89
H -1.19 -1.32 -0.09
H -1.36 -0.06 -1.21
H -1.96 1.75 1.84
H -2.75 0.68 0.73
H 2.01 -1.21 0.52
H 2.67 -0.19 -0.63
H 1.50 0.48 0.58


*two*
The following is a DFT calculation (ωB97M-V with the def2-TZVPD basis set) of C3H9N2O as an isolated structure.

The HOMO-LUMO gap (alpha / beta) comes out at 8.0 / 7.3 eV. The expectation value of S² is 0.77. Its spin multiplicity is 2. As for the charge: +2.

Geometry (Å):
O -2.33 -0.66 -0.58
C -0.70 -0.91 -0.29
N -1.05 -1.97 0.89
C -0.26 0.58 0.18
N 1.20 0.65 0.39
C 2.01 1.56 -0.40
H -0.43 -1.78 1.67
H -2.05 -2.01 1.04
H -0.67 0.57 1.18
H -0.88 1.27 -0.37
H -1.66 -1.60 -0.93
H 0.15 -1.48 -0.90
H 1.57 2.60 -0.44
H 3.03 1.77 0.02
H 2.06 1.41 -1.47


It is *one* that is most stable; the runner-up trails by 0.3487 hartree.


*one*
The following is a DFT calculation (ωB97M-V with the def2-TZVPD basis set) of a 2-piece molecular cluster, CH2N2O3S overall.

The HOMO-LUMO gap (alpha / beta) comes out at 5.8 / 5.8 eV. As for the charge: -2.

Geometry (Å):
C -1.98 1.06 -0.10
N -1.17 -0.06 -0.49
N 2.53 -0.11 0.50
O -2.71 0.93 0.89
O -1.94 2.11 -0.78
O -0.11 -2.22 -0.52
S -0.24 -0.96 0.30
H 2.38 0.19 -0.45
H 3.24 -0.94 0.64


*two*
The following is a DFT calculation (ωB97M-V with the def2-TZVPD basis set) of a 2-piece molecular cluster, CH2N2O3S overall.

The HOMO-LUMO gap comes out at 6.0 eV. As for the charge: -2.

Geometry (Å):
C -2.23 0.25 -0.16
N 0.25 -0.08 0.84
N 2.47 -0.89 -0.60
O -2.34 1.50 0.02
O -3.11 -0.57 -0.27
O 2.42 1.47 0.24
S 1.70 0.12 0.42
H 1.91 -1.74 -0.54
H -1.06 -0.06 0.05


It is *one* that is most stable; the runner-up trails by 0.0377 hartree.


*one*
The following is a DFT calculation (ωB97M-V with the def2-TZVPD basis set) of an isolated ion of composition C2H9N4O and charge +1.

The HOMO-LUMO gap comes out at 11.1 eV. As for the SMILES: NC(N)=[NH+][C@@H](N)O. As for the charge: +1.

Geometry (Å):
C -0.91 0.67 -0.61
C 0.76 -0.52 0.88
N -1.73 0.66 -1.63
N -0.59 1.77 0.10
N 1.27 -1.85 0.79
N -0.24 -0.46 -0.24
O 1.71 0.51 0.73
H 0.22 -0.17 1.70
H -2.26 1.55 -1.90
H -1.94 -0.13 -2.21
H -1.07 2.70 -0.07
H 0.39 1.68 0.50
H 1.79 -2.21 1.56
H 1.46 -2.19 -0.04
H -0.27 -1.26 -0.75
H 2.53 0.27 0.22


*two*
The following is a DFT calculation (ωB97M-V with the def2-TZVPD basis set) of an isolated ion of composition C2H9N4O and charge +1.

The HOMO-LUMO gap comes out at 10.8 eV. As for the SMILES: CO/[NH+]=C(\N)NN. As for the charge: +1.

Geometry (Å):
C 0.58 -0.15 -0.48
C -2.42 -0.68 1.36
N 1.22 -0.54 0.61
N 1.03 0.84 -1.22
N -1.11 -0.54 -0.78
N 2.38 1.42 -0.99
O -1.47 -1.23 0.43
H -2.23 0.36 1.36
H -2.16 -1.30 2.11
H -3.45 -0.74 0.93
H 0.87 -1.37 1.09
H 0.66 1.27 -2.05
H -0.98 -1.20 -1.52
H 2.68 2.02 -1.75
H 2.03 -0.17 1.04
H 2.36 2.01 -0.14


It is *one* that is most stable; the runner-up trails by 0.1809 hartree.


*one*
The following is a DFT calculation (ωB97M-V with the def2-TZVPD basis set) of a single C9H9NO molecule.

The HOMO-LUMO gap comes out at 8.2 eV. As for the SMILES: O/N=C/C=C/c1ccccc1.

Geometry (Å):
N 3.32 1.78 -0.29
O 4.66 2.20 -0.45
C 3.13 0.50 -0.45
C 1.81 -0.19 -0.36
C 0.62 0.46 -0.05
C -3.31 -1.18 0.41
C -3.05 0.14 0.80
C -2.31 -1.98 -0.14
C -1.75 0.64 0.69
C -1.04 -1.42 -0.30
C -0.71 -0.13 0.18
H 4.68 3.18 -0.61
H 3.98 -0.10 -0.71
H 1.80 -1.27 -0.34
H 0.70 1.52 0.09
H -4.28 -1.63 0.51
H -3.80 0.80 1.22
H -2.55 -2.99 -0.42
H -1.61 1.67 1.01
H -0.29 -2.01 -0.81


*two*
The following is a DFT calculation (ωB97M-V with the def2-TZVPD basis set) of a single C9H9NO molecule.

The HOMO-LUMO gap (alpha / beta) comes out at 7.3 / 7.3 eV.

Geometry (Å):
C 2.58 0.29 -0.10
C 2.46 -1.08 -0.14
C 1.42 1.03 -0.03
C 1.23 -1.71 0.00
C 0.14 0.41 0.23
C 0.04 -1.02 0.19
C -2.39 -1.35 -0.13
C -0.76 1.37 0.73
C -1.41 2.36 -0.04
N -1.18 -1.68 0.29
O -2.79 -0.26 -0.47
H 3.56 0.86 -0.48
H 3.34 -1.77 -0.15
H 1.45 2.16 -0.06
H 1.09 -2.83 0.08
H -3.03 -2.14 0.05
H -1.77 2.19 -0.99
H -0.66 3.13 -0.04
H -2.19 2.81 0.56
H -1.15 -2.74 0.50


It is *one* that is most stable; the runner-up trails by 0.0704 hartree.


*one*
The following is a DFT calculation (ωB97M-V with the def2-TZVPD basis set) of a single C5H12NO molecule.

The HOMO-LUMO gap (alpha / beta) comes out at 11.1 / 9.3 eV. The expectation value of S² is 0.75. Its spin multiplicity is 2.

Geometry (Å):
C -2.11 -0.62 0.32
O -3.28 0.19 0.23
C -0.83 0.19 0.06
C 0.30 -0.81 -0.25
C 1.65 -0.15 -0.56
C 2.24 0.56 0.66
N -1.09 0.97 -1.12
H -2.18 -1.49 -0.33
H -2.05 -0.98 1.34
H -0.59 0.78 0.94
H 0.00 -1.51 -1.03
H 0.42 -1.40 0.67
H 1.56 0.49 -1.43
H 2.36 -0.95 -0.79
H 1.66 1.39 1.07
H 3.23 0.95 0.42
H 2.39 -0.18 1.45
H -3.10 0.71 -0.58
H -0.58 1.86 -1.07


*two*
The following is a DFT calculation (ωB97M-V with the def2-TZVPD basis set) of a 2-piece molecular cluster, C5H12NO overall.

The HOMO-LUMO gap (alpha / beta) comes out at 10.2 / 7.4 eV. The expectation value of S² is 0.75. Its spin multiplicity is 2.

Geometry (Å):
C -0.78 1.60 -1.09
O -0.77 1.63 0.27
C -1.23 0.22 -1.58
N -1.28 0.04 -3.04
H -1.41 2.39 -1.59
H 0.24 1.74 -1.55
H -0.53 -0.47 -1.05
H -2.25 0.00 -1.22
H -0.38 0.05 -3.57
H -1.78 -0.80 -3.28
C 2.11 -1.28 1.74
C 0.91 -0.35 1.60
C -0.08 -0.23 2.52
H 3.08 -0.78 1.59
H 2.13 -1.73 2.75
H 2.06 -2.09 0.99
H 0.85 0.31 0.70
H -0.81 0.56 2.36
H -0.06 -0.80 3.44


It is *one* that is most stable; the runner-up trails by 0.0557 hartree.